This record from the OMol25 dataset describes C5H11N3O as an isolated structure. The level of theory is wB97M-V/def2-TZVPD.

Geometry as ORCA input:
```
! RIJCOSX wB97M-V def2-TZVPD def2/J DEFGRID3
* xyz 0 1
C 0.816 -1.019 -0.497
C -1.177 -0.465 0.725
C 2.128 0.747 0.633
N 0.936 0.401 -0.123
N -0.306 -1.535 0.275
N -2.461 -0.444 0.016
C -0.343 0.801 0.449
C -0.634 1.234 -0.958
O 0.675 -1.152 -1.880
H 0.050 -0.448 -2.151
H -0.824 -2.241 -0.235
H 1.719 -1.576 -0.232
H -1.402 -0.584 1.790
H -3.139 0.180 0.432
H -2.355 -0.269 -0.978
H -0.255 1.516 1.271
H -0.759 2.331 -0.990
H 2.151 1.824 0.801
H 2.167 0.225 1.597
H 3.013 0.473 0.057
*
```

The HOMO-LUMO gap comes out at 9.26 eV. The HOMO energy comes out at -8.71 eV.